No. 1
Computed, not measured: a 2-piece molecular cluster, C49H57N4 overall at a distorted geometry, with ωB97M-V with the def2-TZVPD basis set.

Properties
- total charge = +1
- calculated total energy (Eh) = -2120.1620
- energy above the lowest of the compared OMol25 structures with the same formula, charge and spin (kcal per mole) = 0.0
- largest force on an atom (Eh/bohr) = 0.041
- 2S+1 = 1
- LUMO (eV) = -3.16

Geometry as XYZ:
```
110
C49H57N4, DFT ωB97M-V with the def2-TZVPD basis set
C -6.3504 0.0831 2.7456
C -5.3443 -0.7964 2.0745
C -5.3370 -0.8986 0.6781
C -4.3945 -1.6945 0.0250
C -4.3830 -1.7331 -1.4805
C -3.4461 -2.3426 0.8325
N -2.3297 -2.9577 0.1924
C -1.0093 -2.6589 0.4674
C -0.5284 -1.5363 1.1592
N -0.2650 -3.6617 -0.1402
C 1.0967 -4.0200 0.1082
C 1.3576 -5.2087 0.8245
C 0.2696 -6.0435 1.4330
C 2.6786 -5.6191 0.9741
C 3.7280 -4.9031 0.3951
C 5.1333 -5.3677 0.6497
C 3.4386 -3.7775 -0.3858
C 2.1184 -3.3430 -0.5667
C 1.8008 -2.1908 -1.4700
C -1.1304 -4.5601 -0.7595
C -2.3900 -4.1257 -0.5677
C -3.5252 -2.3867 2.2358
C -2.6565 -3.2873 3.0695
C -4.4507 -1.5391 2.8379
H -6.0281 0.3148 3.7656
H -6.4818 1.0241 2.2007
H -7.3278 -0.4149 2.8009
H -6.0424 -0.3036 0.0956
H -3.4634 -2.1537 -1.9015
H -5.2352 -2.3033 -1.8903
H -4.4976 -0.7071 -1.8606
H 0.5614 -1.4851 1.1011
H -1.1128 -1.2445 2.0430
H 0.7309 -6.6554 2.2261
H -0.5208 -5.4274 1.8977
H -0.1921 -6.7564 0.7166
H 2.8960 -6.5128 1.5551
H 5.8618 -4.8289 0.0326
H 5.4092 -5.2289 1.7077
H 5.2283 -6.4431 0.4372
H 4.2329 -3.2083 -0.8731
H 2.7345 -1.8324 -1.9162
H 1.1137 -2.4425 -2.2961
H 1.3633 -1.3442 -0.9223
H -0.7378 -5.4579 -1.2364
H -3.3365 -4.5679 -0.8543
H -2.9828 -3.2502 4.1206
H -2.7116 -4.3501 2.7798
H -1.6095 -2.9647 3.0405
H -4.4742 -1.4505 3.9244
C 3.1479 3.1662 -5.3939
C 2.3174 2.9128 -6.6385
N 1.1187 2.1275 -6.4014
C 0.5005 1.6341 -7.6127
C -0.9139 1.1315 -7.3785
C -0.9111 0.1041 -6.2377
C -0.2084 0.6301 -5.0354
C 0.7193 1.7079 -5.1698
C 1.3235 2.2607 -4.0043
C 1.0184 1.7375 -2.7661
C 0.1181 0.6626 -2.6235
C -0.3080 0.2458 -1.3299
C 0.3038 0.6306 -0.1622
C -0.4071 0.5873 1.0750
C 0.0750 1.4749 2.1585
C 1.4447 1.8146 2.2851
C 1.9006 2.7768 3.1940
C 0.9886 3.4699 4.0356
N 1.4040 4.5232 4.8159
C 2.7815 4.8833 5.0779
C 3.7782 3.8631 4.5487
C 3.3366 3.1828 3.2332
C 0.4822 5.3766 5.5412
C -0.9186 5.2745 4.9581
C -1.2933 3.7847 4.9352
C -0.3805 3.0773 3.9799
C -0.8253 2.1534 3.0287
C -0.4489 0.0922 -3.7848
C 2.2640 3.4015 -4.1639
H 3.7990 2.2977 -5.2137
H 3.7839 4.0392 -5.5636
H 2.0109 3.8723 -7.0887
H 2.9314 2.3913 -7.3879
H 0.5019 2.4491 -8.3466
H 1.1231 0.8119 -8.0117
H -1.5789 1.9646 -7.1023
H -1.2868 0.6769 -8.3041
H -1.9436 -0.1680 -5.9826
H -0.4221 -0.8212 -6.5848
H 1.4175 2.1968 -1.8635
H -1.1782 -0.4056 -1.2839
H 1.3481 0.9485 -0.1943
H -1.5085 0.6161 0.9901
H 2.1978 1.2835 1.6961
H 3.0002 5.8955 4.6703
H 2.9097 4.9924 6.1735
H 4.7266 4.3974 4.4002
H 3.9443 3.1089 5.3330
H 3.9731 2.2995 3.0877
H 3.5566 3.8931 2.4164
H 0.4616 5.0740 6.6088
H 0.8244 6.4269 5.5342
H -1.6210 5.8585 5.5665
H -0.9100 5.6892 3.9352
H -1.1378 3.3767 5.9671
H -2.3500 3.6495 4.6482
H -1.9035 1.9537 2.9313
H -1.1467 -0.7378 -3.6776
H 2.8859 3.4885 -3.2669
H 1.7248 4.3570 -4.2771
```

***

No. 2
Computed, not measured: C49H58BBiCl2GeIN8O4S3 as an isolated structure, with ωB97M-V with the def2-TZVPD basis set.

Properties
- total charge = +1
- calculated total energy (Eh) = -7370.0834
- energy above the lowest of the compared OMol25 structures with the same formula, charge and spin (kcal per mole) = 9.7
- largest force on an atom (Eh/bohr) = 0.015
- 2S+1 = 1
- LUMO (eV) = -2.52

Geometry as XYZ:
```
128
C49H58BBiCl2GeIN8O4S3, DFT ωB97M-V with the def2-TZVPD basis set
Bi 1.2578 0.0933 0.0753
C 4.5082 4.3458 -0.2226
C 3.5021 4.1806 -1.3632
C 3.7837 5.1641 -2.4996
C 2.1037 4.4294 -0.8216
N 3.7031 2.7950 -1.9336
C 4.9604 2.4302 -2.3709
C 4.8541 1.2339 -2.9766
N 3.5387 0.8433 -2.9107
B 3.1311 -0.5182 -3.5457
N 1.6414 -0.5856 -3.9502
C 1.2370 -0.0222 -5.1402
C -0.0957 -0.1758 -5.2408
N -0.5230 -0.8397 -4.1048
C 0.5573 -1.0793 -3.3221
S 0.5555 -1.8791 -1.7897
C -1.9397 -1.2857 -3.8756
C -2.8097 -0.7650 -5.0169
C -2.4683 -0.7044 -2.5652
C -1.9761 -2.8120 -3.8805
N 3.5390 -1.7464 -2.6772
C 3.6737 -2.9663 -3.2930
C 3.9448 -3.8811 -2.3439
N 3.9714 -3.2275 -1.1273
C 3.7145 -1.9195 -1.3563
S 3.7042 -0.6154 -0.2041
C 4.3881 -3.9812 0.1120
C 3.5730 -5.2761 0.1517
C 5.8810 -4.2753 -0.0260
C 4.1410 -3.2200 1.4092
C 2.8467 1.8085 -2.2745
S 1.1364 1.7029 -1.9573
H 4.3338 5.3064 0.2599
H 5.5420 4.3381 -0.5668
H 4.3772 3.5576 0.5185
H 3.6702 6.1814 -2.1257
H 3.0757 5.0194 -3.3170
H 4.7957 5.0601 -2.8914
H 2.1277 5.4108 -0.3463
H 1.8078 3.7077 -0.0661
H 1.3581 4.4598 -1.6151
H 5.8199 3.0566 -2.2304
H 5.6020 0.6193 -3.4446
H 3.7652 -0.6078 -4.5639
H 1.9389 0.4361 -5.8136
H -0.7622 0.1244 -6.0245
H -2.8109 0.3249 -5.0653
H -3.8317 -1.0888 -4.8269
H -2.5123 -1.1726 -5.9835
H -2.3267 0.3786 -2.5457
H -1.9812 -1.1409 -1.6978
H -3.5368 -0.9126 -2.4927
H -1.6108 -3.1987 -4.8336
H -3.0061 -3.1436 -3.7451
H -1.3782 -3.2271 -3.0717
H 3.5699 -3.0754 -4.3578
H 4.1396 -4.9318 -2.4369
H 3.8142 -5.9538 -0.6656
H 2.5044 -5.0597 0.1284
H 3.7978 -5.8000 1.0799
H 6.0959 -4.8555 -0.9238
H 6.2175 -4.8493 0.8373
H 6.4531 -3.3474 -0.0639
H 3.1080 -2.8881 1.4998
H 4.7883 -2.3557 1.5247
H 4.3515 -3.9114 2.2255
C -0.5158 2.4989 4.8143
C -1.3590 1.2738 4.9732
N -1.8137 0.9781 6.1769
C -2.5522 -0.1215 6.3643
C -2.8617 -1.0021 5.3533
C -3.6817 -2.2402 5.6224
O -4.1921 -2.1806 6.9376
C -2.3945 -0.7076 4.0571
C -2.6306 -1.6577 2.9771
N -2.4939 -1.3767 1.7418
C -2.7177 -2.4204 0.8199
C -3.9456 -2.5124 0.1680
C -4.1709 -3.5129 -0.7627
C -3.1717 -4.4271 -1.0651
C -1.9420 -4.3389 -0.4322
C -1.7221 -3.3414 0.5073
I 0.1357 -3.2574 1.4608
C -1.6514 0.4571 3.8563
O -1.1545 0.8165 2.6496
H -0.5421 3.0698 5.7392
H -0.8470 3.1163 3.9823
H 0.5155 2.2230 4.5973
H -2.9104 -0.2966 7.3683
H -3.0512 -3.1301 5.4935
H -4.4995 -2.3079 4.8941
H -4.6374 -3.0083 7.1377
H -2.9357 -2.6690 3.2601
H -4.7192 -1.7933 0.4105
H -5.1360 -3.5807 -1.2479
H -3.3454 -5.2114 -1.7898
H -1.1560 -5.0456 -0.6620
Ge -2.2596 1.1187 1.2147
C -4.1712 0.7862 1.0798
C -4.7168 1.0096 -0.1814
C -6.0718 0.8116 -0.4090
C -6.8981 0.4106 0.6313
C -6.3677 0.2159 1.8996
C -5.0095 0.3969 2.1215
C -2.1475 3.0724 1.1902
C -1.3336 3.7625 0.2982
C -1.2639 5.1507 0.3262
C -2.0032 5.8634 1.2562
C -2.8222 5.1884 2.1524
C -2.8972 3.8056 2.1116
H -1.4651 0.6202 -0.0114
H -4.0850 1.3412 -1.0002
H -6.4832 0.9781 -1.3962
H -7.9557 0.2621 0.4574
H -7.0131 -0.0757 2.7181
H -4.6119 0.2333 3.1169
H -0.7404 3.2222 -0.4343
H -0.6309 5.6762 -0.3773
H -1.9462 6.9439 1.2831
H -3.4045 5.7414 2.8783
H -3.5553 3.2952 2.8092
Cl 2.4856 -0.0431 3.5632
C 3.2179 1.5683 3.3034
Cl 4.9458 1.4332 2.9555
C 2.4623 2.2332 2.1412
O 1.7995 3.2197 2.3547
O 2.6136 1.6181 1.0087
H 3.0952 2.1346 4.2187
```

***

No. 3
Computed, not measured: C49H60BCrN7O11 as an isolated structure, with ωB97M-V with the def2-TZVPD basis set.

Properties
- total charge = -1
- calculated total energy (Eh) = -4183.7068
- energy above the lowest of the compared OMol25 structures with the same formula, charge and spin (kcal per mole) = 9.4
- largest force on an atom (Eh/bohr) = 0.011
- ⟨S²⟩ = 0.755
- 2S+1 = 2
- LUMO (spin up / spin down) (eV) = 1.75 / 1.75

Geometry as XYZ:
```
129
C49H60BCrN7O11, DFT ωB97M-V with the def2-TZVPD basis set
Cr 0.2866 -0.0376 -0.0460
C -1.6772 4.7781 -0.9114
C -0.8945 3.5094 -0.5559
C -0.2939 3.6790 0.8390
C -1.7461 2.2719 -0.7836
C -3.0386 2.3280 -1.2898
C -3.4575 1.0297 -1.5031
C -4.8550 0.8045 -2.0613
C -5.9244 1.2378 -1.0462
C -5.1988 -0.5262 -2.7128
N -2.4361 0.2200 -1.1368
N -1.3862 0.9807 -0.7041
B -2.2143 -1.3313 -1.1490
N -0.9683 -1.6968 -2.0229
N 0.2493 -1.1134 -1.7651
C 1.1324 -1.5856 -2.6452
C 0.4740 -2.5036 -3.4691
C -0.8262 -2.5792 -3.0385
C -1.7685 -3.6340 -3.5589
C -1.8670 -4.7860 -2.5559
C -3.1439 -3.1751 -4.0352
C 2.6288 -1.3792 -2.8558
C 3.4829 -0.4407 -1.9977
C 2.8619 -0.9878 -4.3289
N -1.9528 -1.8524 0.2989
N -0.7334 -1.6107 0.8554
C -0.6695 -2.2886 2.0119
C -1.8879 -2.9415 2.2033
C -2.6824 -2.6317 1.1192
C -4.1419 -2.9969 1.0326
C -4.9899 -1.7315 0.9922
C -4.5487 -3.9780 -0.0661
C 0.5300 -2.4616 2.9253
C 0.2280 -3.4982 4.0115
C 1.0674 -1.1984 3.6000
H -1.0238 5.6425 -0.7848
H -2.0254 4.7702 -1.9451
H -2.5385 4.9087 -0.2501
H -0.0744 3.4579 -1.2683
H -1.0803 3.6800 1.5995
H 0.4177 2.8921 1.0705
H 0.2253 4.6397 0.8885
H -3.6274 3.2058 -1.4935
H -4.9058 1.5420 -2.8667
H -5.9274 0.6051 -0.1621
H -5.7484 2.2618 -0.7156
H -6.9154 1.1887 -1.5064
H -5.2822 -1.3411 -1.9950
H -6.1630 -0.4322 -3.2196
H -4.4517 -0.7941 -3.4545
H -3.1749 -1.8783 -1.5887
H 0.9137 -3.1066 -4.2477
H -1.2472 -4.0169 -4.4378
H -2.2879 -4.4307 -1.6178
H -2.5008 -5.5893 -2.9428
H -0.8762 -5.1910 -2.3413
H -3.8343 -3.0605 -3.2033
H -3.0770 -2.2238 -4.5658
H -3.5654 -3.9178 -4.7174
H 3.0310 -2.3864 -2.7124
H 3.4882 0.5654 -2.4148
H 3.1827 -0.3678 -0.9602
H 4.5134 -0.8038 -2.0307
H 2.3440 -0.0479 -4.5379
H 3.9310 -0.8411 -4.5024
H 2.5030 -1.7397 -5.0314
H -2.1895 -3.5391 3.0465
H -4.3363 -3.5006 1.9821
H -4.7884 -1.1982 0.0675
H -6.0567 -1.9695 1.0335
H -4.7379 -1.0657 1.8200
H -4.5136 -3.5165 -1.0527
H -3.8988 -4.8531 -0.0690
H -5.5733 -4.3183 0.1082
H 1.3214 -2.8893 2.3094
H -0.5833 -3.1590 4.6613
H -0.0418 -4.4695 3.5929
H 1.1168 -3.6329 4.6302
H 0.3117 -0.7779 4.2715
H 1.9443 -1.4598 4.1975
H 1.3569 -0.4405 2.8792
O 3.9977 -4.4916 0.2295
C 4.4885 -3.4734 0.9507
C 5.7323 -3.6346 1.5645
C 6.2659 -2.6150 2.3298
C 5.5805 -1.4137 2.4985
C 4.3528 -1.2474 1.8824
C 3.7907 -2.2601 1.1068
C 2.4635 -2.0551 0.4401
O 1.9655 -2.9886 -0.2119
O 1.9502 -0.8911 0.6090
H 3.1073 -4.1684 -0.0928
H 6.2563 -4.5730 1.4281
H 7.2323 -2.7557 2.8004
H 6.0026 -0.6186 3.1000
H 3.8005 -0.3224 1.9855
O -1.9857 0.6704 2.3485
C -0.8366 1.0642 2.4734
O 0.1657 0.8826 1.6805
C -0.4824 1.8821 3.6999
C -1.4844 2.2409 4.5881
C -1.1939 2.9932 5.7198
C 0.1071 3.3898 5.9746
C 1.0961 3.0171 5.0788
C 0.8259 2.2750 3.9447
N 2.4886 3.4289 5.3482
O 3.3489 3.0573 4.5795
O 2.6973 4.1204 6.3282
H -2.4940 1.9128 4.3721
H -1.9830 3.2716 6.4066
H 0.3720 3.9735 6.8441
H 1.6139 2.0037 3.2573
O 0.7859 1.5809 -3.0000
C 1.3961 1.9366 -2.0063
O 1.3569 1.4299 -0.8067
C 2.3581 3.1049 -2.1110
C 2.6208 3.6505 -3.3578
C 3.4990 4.7286 -3.5140
C 4.0774 5.2207 -2.3720
O 4.9604 6.2646 -2.2527
C 5.2733 6.3616 -0.8622
O 4.5196 5.3732 -0.1687
C 3.8136 4.6839 -1.1280
C 2.9665 3.6226 -0.9563
H 2.1185 3.2200 -4.2145
H 3.7145 5.1578 -4.4842
H 5.0006 7.3529 -0.4973
H 6.3397 6.1800 -0.7167
H 2.7649 3.1823 0.0110
```

***

No. 4
Computed, not measured: C49H61BrCrN5O2 as an isolated structure, with ωB97M-V with the def2-TZVPD basis set.

Properties
- calculated total energy (Eh) = -5946.6464
- energy above the lowest of the compared OMol25 structures with the same formula, charge and spin (kcal per mole) = 0.0
- largest force on an atom (Eh/bohr) = 0.016
- ⟨S²⟩ = 3.776
- 2S+1 = 4
- LUMO (spin up / spin down) (eV) = -0.74 / -0.92

Geometry as XYZ:
```
119
C49H61BrCrN5O2, DFT ωB97M-V with the def2-TZVPD basis set
Cr 0.2595 1.2210 0.2397
C 3.5407 2.0999 -2.3686
C 2.6339 1.7412 -1.2435
N 1.3591 1.8962 -1.2571
N 0.7042 2.4244 -2.3215
C -0.5806 2.5002 -2.0132
O -1.0919 2.0598 -0.9263
C -1.4812 3.1602 -2.9854
C -2.8284 3.3001 -2.6664
C -3.6918 3.9092 -3.5623
C -3.2134 4.3751 -4.7789
C -1.8698 4.2321 -5.0997
C -1.0027 3.6278 -4.2054
C 3.1440 1.2068 0.0336
C 4.4970 1.0655 0.2980
C 4.8944 0.6378 1.5543
C 3.9316 0.3646 2.5101
C 2.5972 0.5093 2.1654
N 2.2073 0.9087 0.9613
H 2.9520 2.4670 -3.2042
H 4.1137 1.2278 -2.6886
H 4.2462 2.8733 -2.0570
H -3.1845 2.9220 -1.7187
H -4.7390 4.0171 -3.3129
H -3.8881 4.8477 -5.4807
H -1.4981 4.5917 -6.0499
H 0.0451 3.5056 -4.4418
H 5.2200 1.3069 -0.4669
H 5.9456 0.5251 1.7840
H 4.1940 0.0348 3.5050
H 1.8094 0.2991 2.8732
C -3.8551 1.0764 0.9107
C -3.6878 -0.3894 0.5070
C -3.3792 -0.4981 -0.9765
C -2.7576 -1.2312 1.3768
C -3.1533 -2.5537 1.5683
C -2.5270 -3.3843 2.4765
C -1.5371 -2.8618 3.2890
C -1.0925 -1.5571 3.1257
C -0.1706 -0.9672 4.1812
C -0.9933 -0.6295 5.4337
C 1.0013 -1.8651 4.5748
C -1.6295 -0.7797 2.0792
N -1.0434 0.5011 1.7939
C -1.2924 1.4671 2.6158
C -0.7108 2.7308 2.4711
C -0.9691 3.8486 3.2533
C -0.1870 4.8577 2.7255
C 0.5213 4.3238 1.6356
N 0.2033 3.0035 1.4596
C 1.5411 5.1626 0.8792
C 1.6070 6.5647 1.4976
C 1.1703 5.3528 -0.5937
C 2.9360 4.5504 1.0217
H -4.7497 1.4727 0.4254
H -3.0164 1.6892 0.5846
H -3.9849 1.1936 1.9882
H -4.6654 -0.8576 0.6663
H -2.4349 -0.0142 -1.2067
H -4.1622 -0.0136 -1.5646
H -3.3160 -1.5408 -1.2864
H -4.0004 -2.9208 1.0006
H -2.8404 -4.4138 2.5857
H -1.1123 -3.4752 4.0731
H 0.2364 -0.0268 3.8100
H -1.3711 -1.5456 5.8911
H -1.8544 -0.0073 5.1959
H -0.3809 -0.1056 6.1700
H 0.6602 -2.7404 5.1293
H 1.6863 -1.3204 5.2278
H 1.5552 -2.2158 3.7061
H -1.9751 1.3206 3.4503
H -1.6431 3.8939 4.0928
H -0.1299 5.8691 3.0844
H 0.6614 7.0960 1.3872
H 2.3764 7.1398 0.9796
H 1.8677 6.5312 2.5552
H 0.1072 5.5771 -0.7008
H 1.3890 4.4837 -1.1949
H 1.7342 6.1907 -1.0100
H 3.2484 4.5477 2.0680
H 3.6649 5.1274 0.4472
H 2.9508 3.5267 0.6698
C -0.0836 -6.0859 -3.9113
C -1.1809 -5.4618 -3.0392
C -2.4508 -5.3014 -3.8787
C -1.4969 -6.4107 -1.8760
C -0.6969 -4.1178 -2.5051
C -1.0417 -2.9126 -3.0882
C -0.6101 -1.7146 -2.5408
Br -0.9230 -0.1744 -3.6035
C 0.0994 -1.6289 -1.3282
O 0.2577 -0.5104 -0.6487
C 0.6876 -2.8608 -0.9140
C 0.2310 -4.0472 -1.4680
C 1.8983 -2.8755 0.0214
C 2.9425 -1.9153 -0.5659
C 2.5649 -4.2513 0.1173
C 1.5077 -2.4690 1.4380
H -0.3813 -7.0782 -4.2571
H 0.8470 -6.1841 -3.3501
H 0.1146 -5.4616 -4.7838
H -2.8323 -6.2834 -4.1633
H -2.2637 -4.7463 -4.7982
H -3.2299 -4.7811 -3.3193
H -1.9390 -7.3334 -2.2563
H -2.2020 -5.9517 -1.1810
H -0.6019 -6.6830 -1.3169
H -1.6505 -2.8698 -3.9800
H 0.6416 -4.9720 -1.0931
H 3.2587 -2.2670 -1.5500
H 3.8216 -1.8620 0.0810
H 2.5248 -0.9186 -0.6885
H 2.8639 -4.6265 -0.8625
H 1.9190 -4.9909 0.5916
H 3.4639 -4.1611 0.7310
H 0.9088 -1.5617 1.4338
H 2.4014 -2.3148 2.0498
H 0.9099 -3.2570 1.8966
```

***

Question: Look up the 2S+1 of the first one.
Answer: 1